a:
14
Properties=species:S:1:pos:R:3 method="wB97M-V/def2-TZVPD" e_homo_ev=-14.6 gap_ha=0.3671 charge=+1
C -1.74 0.03 0.73
C -1.70 -1.19 -0.11
C 1.01 1.39 -0.60
C 1.31 0.05 -0.13
N -0.64 -0.25 0.22
S 1.99 -0.38 1.36
H -2.18 0.83 1.21
H -1.70 -2.14 0.24
H -2.21 -1.04 -1.08
H 0.43 1.97 0.16
H 1.84 2.04 -0.99
H 0.30 1.27 -1.49
H 1.43 -0.88 -0.78
H 1.86 -1.70 1.26


b:
14
Properties=species:S:1:pos:R:3 method="wB97M-V/def2-TZVPD" e_homo_ev=-14.2 gap_ha=0.3553 charge=+1
C -1.23 -0.35 -0.40
C 0.08 -1.02 -0.59
C -1.31 1.05 -0.06
C 2.34 0.09 0.59
N -0.26 1.70 -0.19
S 1.45 0.34 -0.72
H -1.60 -0.32 -1.42
H -1.78 -0.89 0.30
H 0.32 -1.64 0.43
H 0.22 -1.48 -1.50
H -2.26 1.37 0.25
H 3.29 0.65 0.91
H -0.29 2.68 0.02
H 1.82 -0.50 1.30


c:
14
Properties=species:S:1:pos:R:3 method="wB97M-V/def2-TZVPD" smiles=CCSC#C[NH3+] e_homo_ev=-13.5 gap_ha=0.3140 charge=+1
C 1.64 -1.49 -0.06
C 1.10 -0.06 -0.41
C -2.58 0.90 -0.69
C -1.28 1.23 0.01
N 2.80 -1.67 0.78
S 0.13 0.97 -1.17
H -3.41 1.05 0.00
H -2.73 1.55 -1.55
H -2.60 -0.13 -1.02
H -1.11 0.60 0.88
H -1.23 2.28 0.30
H 3.01 -0.87 1.40
H 3.62 -1.84 0.19
H 2.62 -2.51 1.34


Most stable: b. Least stable: c.


a:
14
Properties=species:S:1:pos:R:3 method="wB97M-V/def2-TZVPD" e_homo_ev="-12.7 / -12.8" gap_ha="0.2575 / 0.2774" charge=+1
C 0.54 -1.63 0.31
C 0.50 1.70 -2.58
C -0.16 0.50 -0.14
C -0.80 -0.57 1.82
N -0.20 -0.58 0.61
S 0.29 0.26 -1.79
H 0.50 -2.46 0.90
H 1.13 -1.55 -0.61
H 0.79 1.71 -3.56
H 0.55 2.53 -1.87
H -0.25 1.53 0.26
H -0.39 0.29 2.52
H -0.61 -1.49 2.27
H -1.89 -0.25 1.85


b:
14
Properties=species:S:1:pos:R:3 method="wB97M-V/def2-TZVPD" e_homo_ev=-11.0 gap_ha=0.1632 charge=+1
C -2.94 1.60 -0.41
C -2.76 2.40 0.64
C 3.06 -1.82 -0.45
C 0.67 -0.57 -0.13
N -2.22 1.11 0.85
S 1.77 -0.83 -1.30
H -2.81 1.30 -1.49
H -2.72 3.42 1.17
H 2.60 -2.54 0.29
H 3.71 -1.08 0.16
H 3.80 -2.25 -1.17
H -0.11 0.17 -0.34
H 0.61 -1.30 0.74
H -2.67 0.39 1.42


Most stable: a. Least stable: b.


a:
108
Properties=species:S:1:pos:R:3 method="wB97M-V/def2-TZVPD" e_homo_ev="-0.7 / -1.6" multiplicity=3 gap_ha="0.1797 / 0.2105" charge=-2
Ti 0.44 0.94 -0.87
C 0.56 -1.44 -4.52
C 0.68 -0.89 -3.13
N 0.70 0.40 -2.85
N 0.70 1.28 -3.92
C 0.68 2.52 -3.57
N 0.67 3.45 -4.59
S 0.57 3.16 -1.95
C 0.77 -1.73 -2.00
C 0.71 -3.14 -2.06
C 0.80 -3.86 -0.90
C 0.94 -3.18 0.33
C 0.97 -1.82 0.33
N 0.88 -1.08 -0.80
H 0.51 -0.62 -5.23
H -0.35 -2.04 -4.60
H 1.41 -2.07 -4.77
H 1.06 3.10 -5.45
H 1.02 4.36 -4.32
H 0.60 -3.62 -3.01
H 0.76 -4.94 -0.93
H 1.02 -3.72 1.27
H 1.06 -1.26 1.25
C -3.07 -5.59 0.95
O -3.81 -5.38 2.13
C -3.24 -4.53 3.06
C -1.96 -3.99 2.94
C -1.48 -3.12 3.91
C -2.25 -2.75 5.02
C -3.53 -3.33 5.12
C -4.01 -4.20 4.16
N -1.85 -1.92 6.06
N -0.84 -1.07 5.88
C -0.67 -0.39 4.70
C 0.63 -0.15 4.26
C 0.89 0.40 3.00
C -0.12 0.78 2.15
O 0.16 1.13 0.88
C -1.47 0.73 2.62
N -2.44 1.26 1.83
C -3.67 1.25 2.28
C -4.05 0.74 3.53
C -3.08 0.20 4.33
C -1.74 0.15 3.89
H -3.69 -6.22 0.30
H -2.13 -6.11 1.14
H -2.85 -4.65 0.43
H -1.33 -4.24 2.10
H -0.48 -2.72 3.79
H -4.14 -3.07 5.98
H -5.01 -4.62 4.25
H 1.44 -0.49 4.89
H 1.91 0.46 2.64
H -4.43 1.67 1.61
H -5.08 0.78 3.85
H -3.31 -0.19 5.31
C -3.18 3.35 -0.87
N -3.64 3.06 -2.22
C -5.01 2.63 -2.22
C -2.72 2.14 -2.93
C -2.61 0.76 -2.31
C -3.64 -0.12 -2.68
C -3.84 -1.34 -2.06
C -3.02 -1.66 -0.99
C -1.97 -0.82 -0.65
C -1.67 0.38 -1.33
H -3.79 4.16 -0.45
H -2.14 3.67 -0.89
H -3.24 2.48 -0.20
H -5.64 3.44 -1.84
H -5.20 1.74 -1.60
H -5.34 2.40 -3.24
H -1.77 2.64 -2.96
H -3.09 2.05 -3.96
H -4.31 0.19 -3.48
H -4.64 -2.00 -2.38
H -3.18 -2.57 -0.42
H -1.37 -1.11 0.20
C 4.13 -1.27 -1.71
C 4.65 -0.02 -2.43
C 3.70 0.48 -3.52
C 5.01 1.09 -1.46
C 6.32 1.53 -1.47
C 6.76 2.56 -0.64
C 5.83 3.11 0.21
C 4.50 2.71 0.28
C 3.72 3.37 1.41
C 2.23 3.60 1.23
C 4.00 2.61 2.71
C 4.02 1.67 -0.60
O 2.80 1.24 -0.66
H 3.79 -2.03 -2.42
H 3.30 -1.01 -1.06
H 4.92 -1.71 -1.10
H 5.58 -0.31 -2.93
H 2.81 0.92 -3.07
H 3.39 -0.33 -4.19
H 4.19 1.25 -4.11
H 7.02 1.05 -2.15
H 7.79 2.90 -0.66
H 6.14 3.91 0.89
H 4.17 4.36 1.53
H 1.67 2.68 1.23
H 2.04 4.11 0.29
H 1.86 4.23 2.05
H 3.72 1.56 2.60
H 3.44 3.02 3.56
H 5.07 2.64 2.95


b:
108
Properties=species:S:1:pos:R:3 method="wB97M-V/def2-TZVPD" e_homo_ev="-0.5 / -1.4" multiplicity=3 gap_ha="0.1731 / 0.2059" charge=-2
Ti -0.98 -0.91 0.24
C -0.87 -5.04 -1.26
C -1.09 -3.58 -1.00
N -0.82 -2.99 0.18
N -0.36 -3.82 1.18
C -0.18 -3.20 2.30
N 0.32 -3.94 3.37
S -0.49 -1.51 2.57
C -1.61 -2.74 -2.00
C -2.06 -3.23 -3.26
C -2.71 -2.40 -4.12
C -2.93 -1.05 -3.75
C -2.44 -0.63 -2.54
N -1.76 -1.41 -1.69
H -0.49 -5.53 -0.37
H -0.17 -5.19 -2.08
H -1.82 -5.53 -1.54
H 0.15 -4.93 3.28
H 0.09 -3.55 4.27
H -1.91 -4.27 -3.51
H -3.06 -2.77 -5.08
H -3.46 -0.36 -4.39
H -2.60 0.39 -2.21
C 4.99 5.04 -2.42
O 5.24 5.80 -1.26
C 4.17 5.97 -0.40
C 2.86 5.64 -0.71
C 1.85 5.82 0.23
C 2.11 6.34 1.51
C 3.45 6.70 1.77
C 4.46 6.51 0.85
N 1.18 6.61 2.49
N -0.02 6.04 2.42
C -0.20 4.73 2.03
C -1.36 4.42 1.33
C -1.64 3.13 0.88
C -0.79 2.08 1.11
O -1.03 0.84 0.61
C 0.37 2.31 1.90
N 1.15 1.23 2.19
C 2.18 1.41 2.97
C 2.52 2.64 3.55
C 1.76 3.74 3.24
C 0.66 3.62 2.37
H 5.95 4.90 -2.92
H 4.31 5.56 -3.11
H 4.56 4.06 -2.18
H 2.60 5.22 -1.67
H 0.84 5.54 -0.03
H 3.67 7.13 2.75
H 5.48 6.77 1.08
H -2.05 5.23 1.11
H -2.54 2.96 0.30
H 2.78 0.52 3.18
H 3.37 2.72 4.22
H 1.99 4.70 3.67
C -3.82 -5.04 3.15
N -4.32 -3.77 2.70
C -4.14 -2.77 3.74
C -3.61 -3.37 1.47
C -4.09 -2.05 0.91
C -5.48 -1.93 0.78
C -6.07 -0.76 0.36
C -5.24 0.32 0.06
C -3.87 0.18 0.17
C -3.22 -1.00 0.57
H -4.36 -5.37 4.04
H -2.74 -5.01 3.39
H -3.95 -5.79 2.37
H -4.62 -3.12 4.66
H -4.61 -1.83 3.44
H -3.08 -2.56 3.94
H -3.78 -4.17 0.74
H -2.54 -3.33 1.66
H -6.09 -2.78 1.05
H -7.15 -0.68 0.26
H -5.67 1.27 -0.25
H -3.27 1.04 -0.09
C 2.48 -4.25 -0.54
C 3.08 -2.85 -0.61
C 3.04 -2.15 0.75
C 2.56 -2.03 -1.78
C 3.18 -2.28 -3.01
C 2.99 -1.48 -4.12
C 2.27 -0.31 -3.95
C 1.63 0.00 -2.75
C 1.20 1.44 -2.56
C -0.30 1.71 -2.51
C 1.90 2.04 -1.35
C 1.61 -0.97 -1.70
O 0.80 -0.85 -0.67
H 3.03 -4.86 0.18
H 2.52 -4.74 -1.51
H 1.45 -4.21 -0.21
H 4.14 -2.99 -0.84
H 2.03 -1.91 1.07
H 3.59 -1.21 0.71
H 3.50 -2.79 1.51
H 3.86 -3.13 -3.06
H 3.47 -1.71 -5.06
H 2.23 0.42 -4.75
H 1.57 1.97 -3.45
H -0.74 1.29 -1.61
H -0.81 1.30 -3.38
H -0.48 2.79 -2.47
H 1.64 1.48 -0.45
H 1.62 3.08 -1.19
H 2.99 1.99 -1.47


Most stable: b. Least stable: a.


a:
16
Properties=species:S:1:pos:R:3 method="wB97M-V/def2-TZVPD" smiles="C=C(C)O.O.O" e_homo_ev=-8.0 gap_ha=0.3117
C 1.45 -0.54 -0.53
C 0.39 -0.96 0.23
O -0.36 -0.11 0.99
C -0.09 -2.38 0.26
H 2.36 -0.20 -0.07
H 1.43 -1.01 -1.52
H -0.04 0.74 0.67
H -0.29 -2.75 -0.76
H 0.75 -2.93 0.65
H -0.99 -2.65 0.81
H 0.73 3.27 0.65
H 0.03 3.10 1.93
O -0.12 2.92 0.99
H -1.75 0.56 -1.94
H -1.37 1.67 -0.95
O -2.11 1.27 -1.41


b:
16
Properties=species:S:1:pos:R:3 method="wB97M-V/def2-TZVPD" smiles=OCCCO.O e_homo_ev=-10.6 gap_ha=0.4100
C -0.84 0.18 -0.71
O -1.63 -1.03 -0.54
C 0.55 -0.17 -0.22
C 1.82 0.63 -0.07
O 3.02 0.23 0.71
H -0.83 0.60 -1.79
H -1.38 1.10 -0.34
H -1.37 -1.61 -1.14
H 0.37 -0.80 0.71
H 0.87 -1.01 -0.86
H 2.20 0.97 -1.11
H 1.73 1.71 0.24
H 3.21 -0.62 0.43
H -2.93 -0.55 1.04
H -2.03 0.48 1.70
O -2.75 -0.13 1.97


Most stable: a. Least stable: b.


a:
20
Properties=species:S:1:pos:R:3 method="wB97M-V/def2-TZVPD" smiles=NCCNCCN e_homo_ev=-8.6 gap_ha=0.3515
C -1.22 -1.06 0.09
N 0.10 -0.48 0.29
C 1.04 -0.36 -0.87
C 2.52 -0.17 -0.50
N 2.65 1.04 0.32
C -2.32 -0.24 0.75
N -2.64 1.07 0.10
H -1.20 -2.13 0.39
H -1.38 -1.10 -1.00
H 0.11 0.35 0.85
H 0.76 0.55 -1.43
H 0.75 -1.19 -1.49
H 2.98 -1.09 -0.16
H 3.11 0.03 -1.41
H 2.01 0.86 1.09
H 2.29 1.84 -0.19
H -2.11 -0.01 1.79
H -3.23 -0.87 0.76
H -1.79 1.43 -0.33
H -3.20 0.79 -0.70


b:
20
Properties=species:S:1:pos:R:3 method="wB97M-V/def2-TZVPD" smiles=NCC[C@H](N)CN e_homo_ev=-8.5 gap_ha=0.3496
N 1.69 0.74 1.33
C 0.60 0.15 0.44
C 0.20 -1.35 0.54
C -0.32 -1.93 -0.72
N -0.80 -0.88 -1.68
C -0.52 1.22 0.77
N -0.67 2.34 -0.17
H 1.83 1.69 1.01
H 2.62 0.34 1.35
H 1.13 0.32 -0.49
H -0.54 -1.51 1.30
H 1.12 -1.76 0.97
H 0.45 -2.57 -1.21
H -1.22 -2.56 -0.62
H -1.75 -0.53 -1.50
H -1.06 -1.37 -2.53
H -1.45 0.66 0.54
H -0.48 1.61 1.81
H -0.15 3.19 0.05
H -0.66 2.21 -1.17


Most stable: a. Least stable: b.